{
  "formula": "C4H7NS",
  "method": "wB97M-V/def2-TZVPD",
  "e_lumo_ev": 0.8,
  "gap_ev": 9.5249,
  "homo_energy_ev": -8.720,
  "e_above_lowest_kj_mol": 255.25,
  "e_tot_ha": -609.46127,
  "smiles": "C/N=C1\\S[C@@H]1C",
  "species": ["C", "N", "C", "S", "C", "C", "H", "H", "H", "H", "H", "H", "H"],
  "positions_angstrom": [[2.15754, -1.16357, -0.20236], [1.27194, -0.27978, 0.40192], [0.05830, -0.30980, 0.56500], [-1.45212, -1.42833, -0.17428], [-1.26898, 0.21418, 0.62694], [-1.55485, 1.46091, -0.25908], [2.99498, -0.57261, -0.50271], [1.61915, -1.74106, -1.06144], [2.60092, -1.96911, 0.62081], [-1.73912, 0.45840, 1.56910], [-1.64979, 1.10886, -1.30735], [-0.57963, 2.18379, -0.26501], [-2.45833, 2.03812, -0.01154]],
  "forces_ev_per_a": [[0.354, -3.831, 0.477], [-2.193, 1.440, 1.783], [0.129, -1.106, -1.665], [0.847, 0.334, 0.698], [-0.355, 2.003, -0.255], [2.574, 0.916, -1.234], [0.633, -0.032, -0.663], [1.168, 0.838, 1.351], [-1.272, 1.966, -2.093], [0.104, -0.916, 0.583], [0.025, 0.299, 0.551], [-2.445, -1.525, 0.209], [0.430, -0.386, 0.258]]
}